ORCA calculation (wB97M-V/def2-TZVPD) on C20H26GeHfN2O3Se as an isolated structure.

CARTESIAN COORDINATES (ANGSTROEM)
Hf  -0.144  -0.889  -0.420
C  3.917  -1.393  -1.841
O  4.464  -0.641  -0.753
C  3.983  -0.863  0.482
C  4.905  -1.007  1.524
C  4.500  -1.229  2.829
C  3.150  -1.348  3.110
C  2.208  -1.188  2.089
C  0.832  -1.447  2.424
N  -0.159  -1.427  1.574
N  -1.449  -1.828  2.024
C  -2.271  -1.994  1.047
O  -1.859  -1.756  -0.242
C  -3.639  -2.445  1.257
C  -4.153  -2.561  2.550
C  -5.448  -3.009  2.726
C  -6.228  -3.345  1.623
C  -5.718  -3.232  0.338
C  -4.422  -2.777  0.152
C  2.647  -0.886  0.784
O  1.687  -0.603  -0.160
H  4.691  -1.447  -2.599
H  3.047  -0.890  -2.262
H  3.659  -2.403  -1.521
H  5.956  -0.941  1.270
H  5.235  -1.340  3.614
H  2.812  -1.585  4.112
H  0.590  -1.750  3.440
H  -3.538  -2.301  3.401
H  -5.856  -3.097  3.725
H  -7.241  -3.699  1.770
H  -6.326  -3.499  -0.514
H  -4.014  -2.695  -0.847
C  -0.125  2.702  -3.467
Ge  0.950  3.226  -1.950
C  2.593  2.227  -1.785
C  1.247  5.136  -1.926
C  -0.044  2.986  -0.248
Se  -1.123  1.413  0.099
C  -2.566  1.587  -1.206
H  0.450  2.941  -4.363
H  -1.047  3.283  -3.506
H  -0.358  1.635  -3.507
H  3.171  2.362  -2.701
H  2.445  1.156  -1.631
H  3.179  2.626  -0.956
H  1.853  5.421  -2.787
H  1.779  5.437  -1.023
H  0.301  5.676  -1.980
H  -0.739  3.810  -0.090
H  0.677  3.018  0.570
H  -2.139  1.896  -2.152
H  -3.236  2.341  -0.809
H  -3.086  0.636  -1.285

Cartesian forces (eV/Å) of the 6 atoms listed first:
-0.17 0.45 -2.44
0.07 0.03 0.01
0.13 0.10 -0.34
0.45 0.11 -0.01
0.08 -0.02 0.12
0.01 0.01 -0.03

Calculated values
- lowest unoccupied orbital energy (eV) = -7.887
- net charge = +2
- energy above the lowest of the compared OMol25 structures with the same formula, charge and spin (kcal/mol) = 0.00
- maximum force (eV Å⁻¹) = 2.49
- energy (Ha) = -5638.77499
- frontier orbital gap (eV) = 6.30

For each atom in turn, the Mulliken charge in e is: number 1, Hf, carries 0.64; number 2, C, carries -0.65; number 3, O, carries -0.44; number 4, C, carries 0.23; number 5, C, carries -0.37; number 6, C, carries -0.87; number 7, C, carries -0.91; number 8, C, carries 0.61; number 9, C, carries -0.13; number 10, N, carries 0.52; number 11, N, carries -1.02; number 12, C, carries 0.80; number 13, O, carries -0.89; number 14, C, carries 0.52; number 15, C, carries -0.31; number 16, C, carries -0.69; number 17, C, carries -0.39; number 18, C, carries -0.74; number 19, C, carries -0.34; number 20, C, carries 0.99; number 21, O, carries 0.05; number 22, H, carries 0.30; number 23, H, carries 0.15; number 24, H, carries 0.35; number 25, H, carries 0.50; number 26, H, carries 0.43; number 27, H, carries 0.43; number 28, H, carries 0.47; number 29, H, carries 0.43; number 30, H, carries 0.42; number 31, H, carries 0.41; number 32, H, carries 0.42; number 33, H, carries 0.43; number 34, C, carries -1.22; number 35, Ge, carries 0.42; number 36, C, carries -0.56; number 37, C, carries -1.14; number 38, C, carries -0.99; number 39, Se, carries 0.24; number 40, C, carries -0.78; number 41, H, carries 0.40; number 42, H, carries 0.38; number 43, H, carries 0.36; number 44, H, carries 0.44; number 45, H, carries -0.28; number 46, H, carries 0.35; number 47, H, carries 0.39; number 48, H, carries 0.39; number 49, H, carries 0.38; number 50, H, carries 0.51; number 51, H, carries 0.48; number 52, H, carries 0.21; number 53, H, carries 0.37; number 54, H, carries 0.35



ORCA calculation (wB97M-V/def2-TZVPD) on C20H26HgN3O5S as an isolated structure.

CARTESIAN COORDINATES (ANGSTROEM)
Hg  -1.904  0.134  -0.316
N  -3.534  -0.690  2.502
C  -2.480  0.061  3.142
C  -2.506  1.611  2.882
O  -2.356  2.346  3.893
N  -2.549  1.981  1.612
C  -2.688  3.423  1.357
C  -2.128  4.014  0.065
O  -2.845  4.859  -0.573
O  -0.960  3.618  -0.326
H  -3.900  -0.137  1.743
H  -4.289  -0.835  3.162
H  -1.514  -0.306  2.868
H  -2.539  -0.083  4.228
H  -2.157  3.968  2.188
H  -3.729  3.809  1.507
C  2.123  -4.470  0.324
C  0.851  -4.027  -0.346
C  0.776  -2.959  -1.243
C  -0.454  -2.597  -1.782
C  -1.567  -3.371  -1.548
C  -1.558  -4.402  -0.594
C  -0.350  -4.670  0.016
S  -3.099  -2.907  -2.358
C  -2.702  -3.574  -3.974
O  -4.105  -3.908  -1.864
H  2.973  -3.857  0.008
H  2.316  -5.528  0.094
H  1.994  -4.481  1.456
H  1.601  -2.268  -1.404
H  -0.504  -1.738  -2.379
H  -2.512  -4.835  -0.314
H  -0.341  -5.436  0.782
H  -2.321  -4.573  -3.735
H  -2.037  -2.944  -4.519
H  -3.645  -3.637  -4.495
N  0.640  1.949  0.880
C  1.869  2.472  0.731
C  2.981  1.461  0.365
C  4.338  1.998  0.612
C  4.552  3.353  0.563
C  3.490  4.267  0.528
C  2.162  3.833  0.693
H  -0.111  2.588  0.649
H  0.543  0.971  0.933
H  2.841  0.528  0.958
H  5.185  1.379  0.718
H  5.545  3.789  0.670
H  3.689  5.333  0.428
H  1.339  4.542  0.688
C  2.458  2.044  -2.064
C  2.898  1.015  -1.064
O  3.188  -0.106  -1.380
H  1.374  2.164  -2.166
H  2.889  1.779  -3.033
H  2.773  3.049  -1.767

Cartesian forces (eV/Å) of the 6 atoms listed first:
-0.08 0.33 0.02
-0.46 -0.74 -0.04
-0.32 1.41 0.74
0.96 0.11 0.11
-0.42 -0.13 0.09
-0.68 -0.17 -0.45

Calculated values
- lowest unoccupied orbital energy (alpha / beta) (eV) = 4.041 / 4.041
- net charge = -2
- spin multiplicity = 2
- maximum force (eV Å⁻¹) = 2.45
- energy (Ha) = -1869.75228
- frontier orbital gap (alpha / beta) (eV) = 5.07 / 5.64
- <S²> = 0.778

For each atom in turn, the Mulliken charge in e is: number 1, Hg, carries 0.07; number 2, N, carries -0.50; number 3, C, carries -0.84; number 4, C, carries 0.68; number 5, O, carries -0.82; number 6, N, carries -0.12; number 7, C, carries -0.55; number 8, C, carries 0.36; number 9, O, carries -0.84; number 10, O, carries -0.67; number 11, H, carries 0.25; number 12, H, carries 0.24; number 13, H, carries 0.10; number 14, H, carries 0.34; number 15, H, carries 0.27; number 16, H, carries 0.18; number 17, C, carries -1.43; number 18, C, carries 0.82; number 19, C, carries -0.56; number 20, C, carries -0.82; number 21, C, carries 0.36; number 22, C, carries -0.57; number 23, C, carries -0.32; number 24, S, carries 0.60; number 25, C, carries -0.99; number 26, O, carries -0.72; number 27, H, carries 0.35; number 28, H, carries 0.32; number 29, H, carries 0.32; number 30, H, carries 0.27; number 31, H, carries 0.56; number 32, H, carries 0.44; number 33, H, carries 0.33; number 34, H, carries 0.30; number 35, H, carries 0.35; number 36, H, carries 0.33; number 37, N, carries -0.08; number 38, C, carries -0.32; number 39, C, carries 0.66; number 40, C, carries -1.19; number 41, C, carries -0.09; number 42, C, carries -0.85; number 43, C, carries -0.09; number 44, H, carries 0.07; number 45, H, carries 0.14; number 46, H, carries 0.31; number 47, H, carries 0.43; number 48, H, carries 0.34; number 49, H, carries 0.32; number 50, H, carries 0.43; number 51, C, carries -1.10; number 52, C, carries 0.65; number 53, O, carries -0.64; number 54, H, carries 0.22; number 55, H, carries 0.39; number 56, H, carries 0.34



Question: Among the records above, which one has the highest energy?
Answer: C20H26HgN3O5S



Question: The highest energy belongs to which entry?
Answer: C20H26HgN3O5S



Question: Which of these has the highest net charge?
Answer: C20H26GeHfN2O3Se